Entry 1:
The following is a DFT calculation (ωB97M-V/def2-TZVPD) of a molecular structure, C6H18ClN4O4Ru.

- orbital gap (alpha / beta) (eV) = 11.01 / 8.64
- maximum force (eV/Å) = 0.27
- spin multiplicity = 6
- total charge = +2
- E (Ha) = -1313.5597
- E_LUMO (alpha / beta) (eV) = -6.2 / -9.7

Last column: Mulliken charge in e.
Geometry (Å):
H 1.04794 0.82726 2.26067  0.39
H -1.60753 -1.43935 1.51415  0.42
N -1.53781 0.21812 -1.64659  -0.45
H -0.96138 -0.58409 2.90315  0.33
H 0.13448 -2.83036 0.07351  0.26
C 0.89476 2.29207 0.70728  -0.75
O 0.29097 -1.08126 -3.28586  -0.56
H 0.14620 2.86417 0.15955  0.39
H 0.32265 -2.67903 2.40479  0.45
H -3.45840 0.60507 -0.80088  0.44
H 1.93566 2.07030 -1.08587  0.38
H -1.52528 1.15639 -2.04877  0.23
H -1.77298 1.94118 0.41201  0.41
O 2.03478 -1.97696 -2.04191  -0.55
H -1.82111 -0.39130 -2.41310  0.39
C 0.26344 1.34169 1.70389  -0.86
O 2.11829 0.24070 -2.72835  -0.56
C -2.50375 0.15910 -0.52099  -0.72
Cl 1.76518 -1.11571 -3.20687  2.00
N -0.57286 0.32052 1.01827  1.28
N 0.76959 -2.10100 0.40170  -0.46
H 1.36644 -1.28170 2.23138  0.40
H 2.55584 1.19752 0.12146  0.26
O 2.40133 -1.49822 -4.37691  -0.45
Ru 0.56399 -0.33763 -1.00552  0.48
H 1.69937 -2.50443 0.29291  0.38
H -2.69142 -0.89200 -0.30054  0.40
N 1.66875 1.50105 -0.28318  -0.45
H -2.56919 0.84835 1.52751  0.33
C -1.90210 0.88739 0.66252  -0.92
H 1.53638 3.01001 1.21838  0.45
H -0.33665 1.88868 2.43609  0.33
C 0.48474 -1.77276 1.82096  -0.80
C -0.74029 -0.88378 1.87517  -0.88

Entry 2:
The following is a DFT calculation (ωB97M-V/def2-TZVPD) of a molecular structure, C6H18FNaO3S3 in a non-equilibrium geometry.

- orbital gap (eV) = 6.27
- maximum force (eV/Å) = 3.29
- E (Ha) = -1921.6649
- E_LUMO (eV) = -1.6

Last column: Mulliken charge in e.
Geometry (Å):
Na 1.43814 -29.46147 5.25699  0.88
H -3.82274 -30.72023 5.16997  0.35
H -0.09291 -31.07729 9.45527  0.27
H -5.34815 -30.70172 6.16101  0.34
C -3.50393 -34.43769 8.95222  -0.85
S -2.58114 -34.20757 10.53450  0.54
S -4.99269 -28.80736 4.78435  0.47
C -3.37636 -28.49130 4.00376  -0.97
S 1.29025 -29.05708 9.65204  0.43
H -4.82118 -34.50112 11.69639  0.32
H -4.31357 -35.16629 8.91080  0.35
C 2.49073 -30.47572 9.42822  -0.95
H -3.97444 -33.48253 8.71895  0.27
O 1.34930 -28.48794 8.20291  -0.62
H -3.89435 -29.71587 6.67078  0.31
O -2.12934 -35.53878 11.18193  -0.65
C -4.46020 -30.15257 5.84784  -0.88
H -1.03493 -29.52984 9.69008  0.34
C -0.18874 -30.14071 10.00458  -0.82
H 2.81783 -30.98271 10.33599  0.37
O -5.76853 -29.25180 3.62067  -0.60
H -0.04602 -30.32230 11.06982  0.37
C -4.09253 -33.71260 11.50824  -0.91
H -3.98436 -33.19056 12.45896  0.33
H -3.38695 -27.61990 3.34905  0.32
H -2.71848 -28.38859 4.86676  0.28
H -2.81426 -29.21171 3.40950  0.38
H -2.69294 -34.64993 8.25553  0.32
H 3.41679 -30.10670 8.98738  0.33
F -0.59961 -32.01563 6.00013  -0.92
H 2.04681 -31.19879 8.74395  0.32
H -4.54053 -32.98995 10.82621  0.27

Entry 3:
The following is a DFT calculation (ωB97M-V/def2-TZVPD) of 2 unconnected molecules or ions with the total composition C6H18N2 in a non-equilibrium geometry.

- orbital gap (eV) = 9.22
- maximum force (eV/Å) = 3.43
- SMILES = CN(C)C.CN(C)C
- E (Ha) = -348.8407
- E_LUMO (eV) = 1.0

Last column: Mulliken charge in e.
Geometry (Å):
H 1.72577 1.18814 2.60137  0.32
C -0.48115 -0.71160 -2.71471  -0.75
C 0.55551 1.34360 -1.90204  -0.75
C -0.62228 -1.20964 2.33402  -0.75
C -1.66345 0.76252 -1.19254  -0.57
H -1.32796 -0.89242 1.51440  0.12
C 0.74823 0.82741 2.38657  -0.79
H 0.28719 -0.65492 -3.56506  0.26
H 0.12244 1.14585 3.28435  0.31
C 1.44749 -1.04622 1.08179  -0.56
H 1.19538 0.78680 -1.17742  0.18
H 1.36662 -2.13033 1.09401  0.36
H -0.46400 -2.25282 2.29562  0.30
N 0.71224 -0.62363 2.30118  -0.08
H -1.31835 0.35069 -0.19930  -0.03
H -2.62649 0.28479 -1.48036  0.32
H -1.40294 -1.21399 -3.13797  0.28
H 1.21441 1.41095 -2.81369  0.33
H 2.49225 -0.67740 1.12451  0.30
H 0.99117 -0.72058 0.11146  -0.10
N -0.67993 0.66596 -2.28076  -0.04
H 0.41085 2.38421 -1.60059  0.29
H 0.01953 -1.36149 -1.97537  0.22
H 0.18494 1.33264 1.56070  0.19
H -1.80474 1.80976 -0.95440  0.33
H -1.19838 -0.88256 3.21626  0.31

Entry 4:
The following is a DFT calculation (ωB97M-V/def2-TZVPD) of 2 unconnected molecules or ions with the total composition C6H18N2O in a non-equilibrium geometry.

- orbital gap (eV) = 9.17
- maximum force (eV/Å) = 5.77
- SMILES = CCN(C)C[C@@H](C)N.O
- E (Ha) = -424.0343
- E_LUMO (eV) = 0.9

Last column: Mulliken charge in e.
Geometry (Å):
H 1.49663 -2.04423 2.00068  0.25
H -0.10318 -3.14545 -0.00258  0.21
H 1.76141 -1.16336 -1.07439  0.19
H 2.13987 -0.50770 1.46681  0.33
H 0.28217 1.85803 2.01523  0.34
H -1.26620 -0.96117 0.25005  -0.18
H -0.83783 2.22130 -2.33309  0.22
N 0.55042 -2.71277 -0.59156  -0.66
C 1.02540 -1.39828 -0.21576  0.75
C 0.53296 1.75741 -0.61688  -0.38
H 1.30675 2.34890 0.09634  0.37
H -0.76166 3.46146 -0.82403  0.29
H -2.95752 -1.12849 0.40302  0.31
C -0.34620 1.08019 1.48497  -1.12
H -0.20109 0.25662 2.18160  0.35
C 1.91879 -1.50701 1.08566  -1.29
H 1.24195 1.05156 -1.21953  0.21
N -0.40050 0.93245 0.08914  0.32
O -3.75712 -0.85804 0.12637  -0.61
C -0.25250 2.78297 -1.52393  -1.19
H -3.67136 -0.82962 -0.80705  0.31
H 2.90759 -1.95438 0.65128  0.37
H 0.41848 3.34783 -2.10246  0.44
H -0.60173 -0.48436 -1.38854  0.27
H 1.31354 -3.42223 -0.50954  0.28
H -1.41031 1.57234 1.67616  0.28
C -0.32874 -0.55397 -0.31797  -0.68

Entry 5:
The following is a DFT calculation (ωB97M-V/def2-TZVPD) of a molecular structure, C6H18N4O4PSr2 in a non-equilibrium geometry.

- orbital gap (eV) = 1.18
- maximum force (eV/Å) = 5.64
- total charge = +3
- E (Ha) = -1160.9117
- E_LUMO (eV) = -11.4

Last column: Mulliken charge in e.
Geometry (Å):
Sr -5.06666 1.89112 4.42149  1.93
H 3.17154 -0.41227 -1.20918  0.30
H 1.98254 -0.13865 2.89730  0.25
Sr -9.74747 -6.02827 -2.19910  1.89
H 3.64236 2.63522 1.04732  0.29
H 0.22347 -2.22061 0.67951  0.33
O -0.45285 0.61279 0.80245  -0.92
N 0.73189 1.55554 -1.25695  0.21
H -0.75302 2.87031 -2.23514  0.38
O -6.47843 -2.20944 2.68057  -0.64
H 0.63245 -3.00745 -0.84599  0.40
H 2.69660 -1.06153 1.67710  0.32
C 0.31999 -2.06557 -0.39507  -1.02
C 2.65852 2.28933 1.36435  -1.07
P 0.79859 0.51167 0.08692  0.27
O -6.76758 -1.02468 1.05700  -0.67
H -0.99063 1.12094 -2.49806  0.34
H 3.66571 0.26384 2.26144  0.46
H 2.90108 1.74421 -1.94820  0.30
H -1.33896 1.99040 -0.95044  0.30
C 2.64169 -0.03362 2.03556  -1.11
H 3.02696 -1.99111 -0.38039  0.45
H 1.81418 1.08768 -3.08788  0.34
C -0.65436 1.87964 -1.79137  -1.07
N -6.92404 -2.13338 1.55872  1.03
H 1.62120 2.76214 -2.73932  0.33
O -7.76084 -2.89383 1.21537  -0.63
H 2.81538 2.44958 2.43104  0.44
N 2.22370 0.87389 1.04047  0.29
H 2.62690 -1.86805 -2.05429  0.31
N 1.21884 -0.99849 -0.66657  0.24
H 1.77780 2.86220 1.07408  0.37
C 1.86192 1.80776 -2.27100  -0.90
H -0.69563 -1.80045 -0.68886  0.26
C 2.57717 -1.32087 -1.11290  -1.00

Entry 6:
The following is a DFT calculation (ωB97M-V/def2-TZVPD) of 6 unconnected molecules or ions with the total composition C6H18N6O12 in a non-equilibrium geometry.

- orbital gap (eV) = 10.58
- maximum force (eV/Å) = 1.21
- SMILES = C[N+](=O)[O-].C[N+](=O)[O-].C[N+](=O)[O-].C[N+](=O)[O-].C[N+](=O)[O-].C[N+](=O)[O-]
- E (Ha) = -1470.2439
- E_LUMO (eV) = -0.4

Last column: Mulliken charge in e.
Geometry (Å):
O -0.21605 -0.23161 -5.06524  -0.50
O -5.07407 4.10575 0.10036  -0.53
H -0.77901 0.01444 3.19669  0.09
H 1.04525 -1.18193 -0.86481  0.19
C -0.33055 -2.91082 -3.61174  -0.54
O -0.33032 -5.21239 -3.22042  -0.57
O -1.83381 -0.43770 6.13037  -0.55
N -3.98539 4.24097 0.64540  0.87
C -3.35749 2.99019 1.16423  -0.66
H 4.08834 -0.88450 5.20997  0.31
N -0.10238 -4.13000 -2.75238  0.92
O -3.36504 5.27935 0.73874  -0.52
C 0.90669 1.33756 -6.36934  -0.74
O 1.21087 1.04935 -4.09993  -0.51
H -1.08081 1.18890 4.57215  0.29
O -1.03801 0.55332 0.79174  -0.56
H 0.52047 -2.87455 -4.28678  0.30
O 2.81896 0.63926 3.81313  -0.54
C 0.80532 -0.19218 -0.50180  -0.59
H 0.56981 2.36951 -6.40619  0.29
O -1.37891 -0.82161 -0.83335  -0.53
N 3.27020 -0.38348 3.35787  0.91
H -3.13028 2.32675 0.33612  0.25
N -1.34295 -0.80436 5.08879  0.91
H -0.25143 -2.08078 -2.92187  0.13
O 0.29189 -3.93534 -1.62818  -0.53
N 0.57649 0.68514 -5.06709  0.85
C 4.33937 -1.02085 4.16647  -0.76
H 0.36328 0.83711 -7.16700  0.32
O -1.33411 -1.93774 4.66922  -0.55
H 0.37668 0.22115 4.55822  0.19
C -0.66765 0.23956 4.24883  -0.37
N -0.64533 -0.15745 -0.11588  0.91
H 4.45385 -2.05039 3.84508  0.31
H -2.50750 3.32800 1.74912  0.30
H 1.97692 1.20834 -6.48108  0.30
O 2.96813 -0.87958 2.30887  -0.51
H 5.25671 -0.48632 3.92513  0.29
H -4.00406 2.40495 1.81560  0.29
H -1.29950 -3.04567 -4.07228  0.29
H 0.77023 0.55393 -1.29688  0.29
H 1.44515 0.08571 0.33009  0.28